Entry 1:
A cluster of 2 separate species, C6H15NO2 in total, computed with the ωB97M-V functional and the def2-TZVPD basis.

Element x y z (Å)
O1 -0.811 -1.824 -1.691
O2 -1.354 2.035 -1.585
N1 -0.631 -0.180 0.579
C1 -0.650 -2.091 1.902
C2 0.821 0.081 0.561
C3 1.900 2.035 -0.957
C4 0.956 1.668 0.350
C5 -0.630 -2.404 -0.628
C6 -1.157 -1.580 0.608
H1 -1.181 0.381 -0.051
H2 0.040 2.073 0.090
H3 1.337 -0.205 -0.390
H4 -2.174 1.900 -2.088
H5 1.765 1.301 -1.753
H6 1.221 2.197 1.219
H7 -2.261 -1.563 0.489
H8 -0.255 -3.402 -0.677
H9 1.329 2.896 -1.345
H10 1.221 -0.342 1.456
H11 2.865 2.276 -0.553
H12 -1.482 -2.489 2.471
H13 -0.261 -1.364 2.599
H14 -0.696 1.531 -2.109
H15 0.089 -2.933 1.505

Values from the calculation:
Spin multiplicity = 1
SMILES string = CCCN[C@H](C)C=O.O
Molar mass = 133.19 g/mol
HOMO level = -8.43 eV

These are the natural (NBO) partial charges, in e, on atoms 1 to 5: -0.536, -0.947, -0.641, -0.625, -0.232

Entry 2:
A cluster of 3 separate species, C6H15NO3 in total, computed with the ωB97M-V functional and the def2-TZVPD basis.

Element x y z (Å)
O1 1.253 -2.516 -1.233
O2 -2.348 -0.933 -1.771
O3 0.562 2.549 3.440
N1 -0.351 -0.447 0.423
C1 -1.577 -0.092 1.146
C2 0.972 0.658 -1.296
C3 -1.170 -0.734 -1.913
C4 1.459 1.169 0.011
C5 -0.443 0.159 -0.928
C6 0.875 0.157 1.026
H1 -2.299 -0.889 0.994
H2 -0.951 1.128 -0.869
H3 -1.475 -0.031 2.232
H4 -0.603 -1.314 -2.658
H5 0.107 1.816 3.024
H6 -2.053 0.842 0.838
H7 1.549 -3.334 -0.824
H8 1.122 2.154 0.328
H9 0.845 -1.963 -0.550
H10 0.792 0.625 2.007
H11 0.878 1.410 -2.083
H12 1.551 -0.146 -1.748
H13 1.503 -0.693 1.316
H14 1.489 2.520 3.172
H15 2.520 1.177 0.273

Values from the calculation:
Spin multiplicity = 1
SMILES string = CN1CCC[C@H]1C=O.O.O
Molar mass = 149.19 g/mol
HOMO level = -9.38 eV

These are the natural (NBO) partial charges, in e, on atoms 1 to 5: -0.967, -0.507, -0.932, -0.454, -0.418

Entry 3:
A cluster of 2 separate species, C6H15NO3 in total, computed with the ωB97M-V functional and the def2-TZVPD basis.

Element x y z (Å)
O1 -3.068 -0.881 4.141
O2 -2.856 1.206 2.843
O3 -4.778 2.142 4.239
N1 -5.306 0.313 2.082
C1 -6.861 2.467 5.450
C2 -5.906 4.136 3.833
C3 -4.765 3.753 6.047
C4 -3.583 0.184 3.867
C5 -5.585 3.121 4.925
C6 -4.364 0.982 4.905
H1 -3.689 1.221 5.741
H2 -6.446 3.651 3.009
H3 -5.769 1.054 2.604
H4 -3.832 4.174 5.648
H5 -6.650 1.747 6.252
H6 -3.224 2.055 3.155
H7 -6.518 4.946 4.249
H8 -7.385 1.942 4.639
H9 -5.191 0.341 5.248
H10 -7.526 3.239 5.859
H11 -5.743 -0.103 1.267
H12 -5.344 4.567 6.504
H13 -4.980 4.566 3.427
H14 -4.296 0.931 1.718
H15 -4.516 3.026 6.832

Values from the calculation:
Spin multiplicity = 1
SMILES string = CC(C)(C)OCC(=O)O.N
Molar mass = 149.19 g/mol
HOMO level = -9.76 eV

These are the natural (NBO) partial charges, in e, on atoms 1 to 5: -0.529, -0.790, -0.585, -1.130, -0.645

Entry 4:
A cluster of 3 separate species, C6H15NOS3 in total, computed with the ωB97M-V functional and the def2-TZVPD basis.

Element x y z (Å)
S1 -2.879 -0.406 -0.285
S2 1.569 2.872 -3.411
S3 -2.171 -0.335 2.555
O1 -4.742 0.500 0.937
N1 -0.485 -1.021 0.647
C1 1.503 3.539 -1.716
C2 -0.122 -1.310 -0.724
C3 -1.714 -0.621 0.978
C4 0.531 -1.199 1.667
C5 1.269 0.106 1.954
C6 -0.346 -2.780 -1.072
H1 0.207 -3.424 -0.391
H2 0.566 0.870 2.275
H3 2.000 -0.050 2.742
H4 2.873 2.593 -3.407
H5 -1.402 -3.029 -1.005
H6 -0.004 -2.972 -2.087
H7 1.786 0.458 1.064
H8 1.663 2.736 -1.001
H9 1.230 -1.962 1.321
H10 -4.343 0.436 1.812
H11 2.251 4.317 -1.600
H12 -0.726 -0.680 -1.386
H13 0.046 -1.553 2.581
H14 0.511 3.958 -1.588
H15 0.929 -1.046 -0.859

Values from the calculation:
Spin multiplicity = 1
Molar mass = 213.39 g/mol
HOMO level (alpha / beta) = -8.63 / -8.63 eV

These are the natural (NBO) partial charges, in e, on atoms 1 to 5: 0.423, -0.051, -0.181, -0.671, -0.415

Entry 5:
A cluster of 2 separate species, C6H15NP2 in total, computed with the ωB97M-V functional and the def2-TZVPD basis.

Element x y z (Å)
P1 2.670 -0.019 -1.134
P2 3.041 -0.502 0.901
N1 0.622 0.042 0.950
C1 -0.288 1.072 0.592
C2 -0.057 -1.194 0.813
C3 0.411 2.373 0.227
C4 -2.428 -1.696 0.039
C5 -1.099 -1.046 -0.318
C6 -1.196 0.482 -0.511
H1 -0.906 1.271 1.488
H2 -2.278 -2.745 0.298
H3 -0.709 -1.513 -1.227
H4 -0.811 0.778 -1.487
H5 1.032 2.699 1.058
H6 -2.884 -1.191 0.890
H7 4.451 -0.589 0.777
H8 0.665 -2.002 0.660
H9 -2.222 0.836 -0.422
H10 1.053 2.212 -0.640
H11 3.141 0.814 1.327
H12 -3.118 -1.651 -0.803
H13 -0.317 3.148 0.000
H14 -0.568 -1.408 1.765
H15 2.395 -1.347 -1.490

Values from the calculation:
Spin multiplicity = 1
Molar mass = 163.14 g/mol
HOMO level = -7.82 eV

These are the natural (NBO) partial charges, in e, on atoms 1 to 5: 0.159, 0.089, -0.388, -0.109, -0.279

Entry 6:
A structure of composition C6H15NSi, computed with the ωB97M-V functional and the def2-TZVPD basis.

Element x y z (Å)
Si1 -0.327 0.624 0.333
N1 -1.064 2.149 -0.065
C1 1.519 0.753 -0.405
C2 -1.316 0.035 2.896
C3 -0.129 -2.546 -0.614
C4 -1.141 -1.377 -0.655
C5 1.713 1.003 -1.864
C6 -0.366 0.687 2.281
H1 -2.013 2.342 -0.133
H2 0.147 1.540 2.747
H3 -1.701 0.267 3.914
H4 2.198 1.418 0.142
H5 0.792 -2.398 -1.329
H6 -1.977 -1.455 -0.053
H7 0.348 -2.563 0.345
H8 -0.813 2.489 -1.002
H9 1.752 0.037 -2.374
H10 0.717 1.353 -2.212
H11 -1.368 -0.905 -1.557
H12 -1.808 -0.859 2.506
H13 -0.477 -3.594 -0.784
H14 2.137 -0.111 -0.122
H15 2.588 1.614 -2.172

Values from the calculation:
Spin multiplicity = 1
Molar mass = 129.28 g/mol
HOMO level = -8.45 eV

These are the natural (NBO) partial charges, in e, on atoms 1 to 5: 1.585, -1.282, -0.866, -0.366, -0.641

Entry 7:
A cluster of 2 separate species, C6H15NSi in total, computed with the ωB97M-V functional and the def2-TZVPD basis.

Element x y z (Å)
Si1 -0.085 -0.353 -0.963
N1 1.009 0.764 -0.293
C1 0.589 2.124 -0.382
C2 0.173 -2.128 -0.428
C3 -3.486 1.444 -0.570
C4 -2.453 1.071 0.081
C5 0.641 -2.362 0.958
C6 2.375 0.435 0.029
H1 1.172 2.912 0.056
H2 -2.314 1.277 1.139
H3 -0.852 -2.560 -0.584
H4 -4.219 1.919 0.097
H5 2.558 -0.578 -0.225
H6 0.880 -2.712 -1.122
H7 0.439 -3.270 1.399
H8 0.692 2.382 -1.454
H9 2.535 0.441 1.187
H10 1.725 -2.324 1.060
H11 3.133 1.109 -0.454
H12 -0.606 0.221 -2.340
H13 0.395 -1.613 1.636
H14 -0.546 2.154 -0.105
H15 -3.793 1.339 -1.584

Values from the calculation:
Spin multiplicity = 3
Molar mass = 129.28 g/mol
⟨S²⟩ = 2.012
HOMO level (alpha / beta) = -4.93 / -8.41 eV

These are the natural (NBO) partial charges, in e, on atoms 1 to 5: 1.144, -0.876, -0.422, -0.900, -0.539

Entry 8:
A structure of composition C6H15NaO6, computed with the ωB97M-V functional and the def2-TZVPD basis.

Element x y z (Å)
Na1 0.146 0.230 1.129
O1 -0.920 1.289 -3.481
O2 -0.122 0.635 -1.342
O3 -1.841 -1.637 0.814
O4 0.144 -0.658 3.590
O5 1.135 1.874 -2.875
O6 1.378 -1.823 0.594
C1 2.726 -1.492 0.727
C2 2.320 1.928 -2.116
C3 -2.245 1.210 -3.263
C4 0.013 1.220 -2.463
C5 -3.174 -2.042 0.517
C6 0.311 0.021 4.791
H1 -2.395 1.202 -2.184
H2 3.394 -2.331 0.530
H3 3.064 2.606 -2.534
H4 1.274 -0.212 5.245
H5 -3.216 -2.504 -0.470
H6 -2.627 0.236 -3.570
H7 -3.605 -2.813 1.155
H8 3.038 -0.768 -0.026
H9 2.221 2.232 -1.074
H10 -2.750 2.029 -3.775
H11 -0.512 -0.175 5.478
H12 2.766 0.935 -2.061
H13 -3.886 -1.231 0.360
H14 2.966 -1.051 1.694
H15 0.397 1.092 4.609

Values from the calculation:
Spin multiplicity = 2
Charge = -1
Molar mass = 206.17 g/mol
⟨S²⟩ = 0.757
HOMO level (alpha / beta) = -2.62 / -2.24 eV

These are the natural (NBO) partial charges, in e, on atoms 1 to 5: 0.930, -0.506, -0.645, -0.302, -0.962

Entry 9:
A cluster of 2 separate species, C6H15O2 in total, computed with the ωB97M-V functional and the def2-TZVPD basis.

Element x y z (Å)
O1 -1.105 -1.561 2.333
O2 0.582 0.723 -3.737
C1 -1.769 0.245 0.822
C2 1.640 -0.835 -0.646
C3 -2.113 -1.143 1.561
C4 1.443 1.142 0.901
C5 0.714 -0.089 0.354
C6 -0.662 0.107 -0.236
H1 -1.405 0.826 1.677
H2 0.958 1.591 1.759
H3 1.605 1.904 0.119
H4 1.880 -0.174 -1.483
H5 -2.648 0.712 0.378
H6 0.614 -0.722 1.245
H7 1.114 -1.731 -0.970
H8 -3.025 -0.819 2.142
H9 2.574 -1.119 -0.157
H10 2.454 0.835 1.177
H11 -0.880 -0.829 -0.763
H12 0.653 0.211 -2.953
H13 0.544 1.618 -3.422
H14 -0.745 0.990 -0.887
H15 -2.422 -1.883 0.785

Values from the calculation:
Spin multiplicity = 1
Charge = -1
Molar mass = 119.18 g/mol
HOMO level = -2.34 eV

These are the natural (NBO) partial charges, in e, on atoms 1 to 5: -0.960, -0.942, -0.437, -0.601, 0.007